Model w:
C21H26N4O3S | ωB97M-V with the def2-TZVPD basis set

Each line ends with the Mulliken charge.
Positions of all 55 atoms, in Å:
S 0.28 -3.07 6.77  1.06
O 0.05 -4.21 7.60  -0.64
O -0.80 3.69 -1.53  -0.64
O 0.33 -1.77 7.37  -0.61
N -0.72 1.35 1.05  -0.93
N 1.49 -0.18 -5.61  0.08
N -0.95 1.94 -0.14  0.61
N -0.92 -3.13 5.62  -0.31
C 2.76 -0.84 -5.44  -1.04
C 0.71 0.10 -4.52  1.22
C -1.01 -2.31 4.50  0.92
C 0.26 3.86 0.64  -0.24
C 1.17 -0.12 -3.21  -0.69
C 0.70 5.26 0.24  -1.30
C -1.28 0.20 1.09  0.38
C -1.34 0.96 -3.56  -1.24
C -1.72 -2.73 3.38  -1.03
C -1.82 -1.92 2.27  -0.91
C -0.40 -1.06 4.50  -0.34
C 0.39 0.19 -2.12  -0.64
C -2.03 -0.14 -0.18  -1.06
C -0.50 -0.25 3.38  -0.71
C -1.20 -0.67 2.25  0.37
C -0.53 3.19 -0.46  0.63
C -0.88 0.74 -2.27  0.10
C 1.80 -3.33 5.81  -0.86
C 0.94 -0.09 -6.94  -1.07
C -0.57 0.65 -4.66  -0.25
C -1.72 1.08 -1.07  -0.56
H 2.63 -3.19 6.49  0.34
H -2.32 1.40 -3.71  0.36
H -1.66 -1.07 -0.63  0.41
H -2.37 -2.26 1.41  0.38
H 1.78 -4.34 5.43  0.31
H 2.14 -0.54 -3.04  0.34
H 1.27 5.73 1.04  0.40
H 3.42 -0.24 -4.81  0.31
H -3.10 -0.25 0.01  0.45
H -0.03 0.72 3.37  0.56
H 1.13 3.23 0.87  0.32
H 1.31 5.22 -0.66  0.30
H -0.98 0.84 -5.64  0.36
H 0.07 -0.75 -7.06  0.37
H -2.61 1.62 -1.38  0.72
H 1.83 -2.60 5.01  0.37
H 3.25 -0.95 -6.41  0.30
H 2.66 -1.83 -4.99  0.35
H 0.78 0.01 -1.13  0.39
H -0.36 3.89 1.54  0.31
H -0.17 5.88 0.03  0.31
H 0.11 -0.72 5.38  0.60
H 1.69 -0.38 -7.67  0.31
H 0.63 0.94 -7.16  0.31
H -1.37 -4.03 5.56  0.22
H -2.20 -3.70 3.38  0.30

SMILES ... CCC(=O)N1N=C(c2ccc(NS(C)(=O)=O)cc2)C[C@@H]1c1ccc(N(C)C)cc1
Total charge ... 0
HOMO level ... -0.27560 hartree
Molar mass ... 414.53 g mol⁻¹
Kohn-Sham gap ... 0.288 Eh
LUMO ... 0.01207 Eh

Model x:
C21H26N4O3S | ωB97M-V with the def2-TZVPD basis set

Each line ends with the Mulliken charge.
Positions of all 55 atoms, in Å:
S -4.44 1.44 1.51  -0.13
O 6.02 -0.71 -0.77  -0.49
O 3.03 2.42 0.63  -0.66
O -2.05 -2.85 0.90  -0.69
N -1.90 1.19 1.00  -0.35
N 3.73 0.86 -0.84  -0.11
N -3.28 3.33 -1.32  -0.45
N -3.09 -0.83 1.12  0.11
C -2.98 0.52 1.16  0.43
C 5.58 -0.73 1.54  -0.30
C 0.44 1.22 0.52  -0.77
C 6.17 -1.53 0.38  -0.56
C 1.63 -0.85 0.22  -0.40
C -4.54 -1.97 -1.27  -0.87
C -0.73 -0.89 0.69  0.71
C -0.74 0.51 0.73  0.08
C -4.57 0.13 -2.73  -1.42
C 2.85 1.37 0.05  0.17
C -1.96 -1.64 0.90  0.26
C 1.62 0.55 0.25  1.33
C -5.23 -1.41 -0.02  -0.19
C -3.77 3.12 1.20  -0.38
C -4.38 -1.49 1.25  -1.67
C 5.02 1.45 -1.09  -1.24
C -3.71 -0.94 -2.05  0.07
C 6.01 0.70 1.16  -0.83
C 6.13 0.65 -0.37  0.36
C -3.48 3.26 -0.20  0.27
C 0.47 -1.56 0.43  -1.58
H -4.15 -2.54 1.47  0.50
H -4.92 -1.05 2.09  0.54
H 5.65 -2.47 0.18  0.34
H -3.15 -1.47 -2.82  0.34
H 5.01 2.47 -0.72  0.41
H 7.10 1.04 -0.70  0.39
H -2.99 -0.45 -1.40  -0.06
H 6.97 0.94 1.61  0.37
H -5.11 0.72 -2.01  0.29
H -6.14 -1.99 0.18  0.37
H -3.89 -2.80 -0.98  0.35
H 5.28 1.44 1.48  0.32
H 3.58 -0.05 -1.24  0.25
H -4.55 3.82 1.50  0.45
H -5.30 -2.37 -1.95  0.48
H -5.29 -0.34 -3.41  0.39
H 4.50 -0.81 1.55  0.03
H -2.87 3.25 1.80  0.30
H -3.94 0.80 -3.31  0.39
H 7.23 -1.74 0.55  0.32
H 2.55 -1.39 0.04  0.39
H 5.97 -1.05 2.50  0.42
H -5.54 -0.38 -0.20  0.23
H 5.21 1.44 -2.17  0.43
H 0.43 2.30 0.56  0.55
H 0.46 -2.64 0.42  0.48

SMILES ... CCCCCn1c(SCC#N)nc2cc(C(=O)NC[C@H]3CCCO3)ccc2c1=O
Total charge ... 0
HOMO level ... -0.32199 hartree
Molar mass ... 414.53 g mol⁻¹
Kohn-Sham gap ... 0.323 Eh
LUMO ... 0.00148 Eh

Most stable: model x

Model w:
C3H7N3S | ωB97M-V with the def2-TZVPD basis set

Each line ends with the Mulliken charge.
Positions of all 14 atoms, in Å:
S -0.73 -2.44 -0.57  -0.40
N 0.03 -0.93 1.30  -0.12
N -0.83 0.13 -2.89  -0.51
N -0.18 0.22 -0.63  -0.18
C -0.37 -0.91 0.02  0.36
C -0.33 0.71 -1.89  0.03
C 0.61 0.16 2.04  -0.77
H -0.70 0.57 -3.79  0.25
H -0.06 0.98 2.49  0.23
H -0.08 0.98 0.00  0.20
H 0.04 1.86 -1.81  0.20
H 1.29 0.77 1.09  0.24
H 1.25 -0.25 3.00  0.27
H 0.06 -1.85 1.63  0.20

SMILES ... [H]/N=C/NC(=S)NC
Total charge ... 0
HOMO level ... -0.29432 hartree
Molar mass ... 117.18 g mol⁻¹
Kohn-Sham gap ... 0.308 Eh
LUMO ... 0.01374 Eh

Model x:
C3H7N3S | ωB97M-V with the def2-TZVPD basis set

Each line ends with the Mulliken charge.
Positions of all 14 atoms, in Å:
S 3.12 -0.68 0.07  -0.21
N -1.03 -1.90 0.35  -0.65
N -0.33 0.95 0.59  -0.41
N -1.29 0.40 -0.27  -0.14
C 0.99 1.10 -0.01  -0.33
C 1.66 -0.20 -0.42  -0.33
C -1.63 -0.95 -0.20  -0.06
H 0.88 1.71 -0.92  0.24
H -0.29 0.45 1.47  0.30
H 1.03 -0.82 -1.06  0.39
H 1.63 1.65 0.70  0.34
H -0.16 -1.61 0.82  0.23
H -2.52 -1.15 -0.73  0.41
H -2.08 1.03 -0.40  0.23

SMILES ... [H]/N=C\NNCC=S
Total charge ... 0
HOMO level ... -0.32328 hartree
Molar mass ... 117.18 g mol⁻¹
Kohn-Sham gap ... 0.310 Eh
LUMO ... -0.01344 Eh

Model y:
C3H7N3S | ωB97M-V with the def2-TZVPD basis set

Each line ends with the Mulliken charge.
Positions of all 14 atoms, in Å:
S -1.42 0.25 2.72  -0.14
N -1.98 -0.98 1.66  -0.40
N -0.18 -0.85 0.04  -0.32
N -0.26 1.46 0.11  -0.76
C 0.29 0.39 -0.32  0.83
C 1.50 0.35 -1.30  -1.24
C -1.43 -1.27 0.53  0.08
H -1.87 -2.07 -0.04  0.34
H 0.17 -1.46 -0.68  0.25
H 1.71 1.32 -1.71  0.39
H 0.38 2.27 -0.07  0.18
H 2.35 -0.05 -0.71  0.28
H -0.55 0.93 1.95  0.17
H 1.29 -0.30 -2.19  0.34

SMILES ... [H]/N=C(\C)N/C=N\S
Total charge ... 0
HOMO level ... -0.30652 hartree
Molar mass ... 117.18 g mol⁻¹
Kohn-Sham gap ... 0.327 Eh
LUMO ... 0.02066 Eh

Most stable: model y

Model w:
C3H7N3S | ωB97M-V with the def2-TZVPD basis set

Each line ends with the Mulliken charge.
Positions of all 14 atoms, in Å:
S 2.66 0.11 -0.47  -0.27
N -1.70 0.60 -0.73  -0.64
N -0.54 -1.90 0.04  -0.82
N 0.14 -0.68 -0.01  0.37
C -0.57 0.56 -0.20  0.68
C 0.11 1.77 0.37  -1.22
C 1.51 -0.82 0.19  -0.19
H -0.68 -2.13 -0.93  0.26
H -1.92 -0.24 -1.21  0.25
H 0.80 1.53 1.20  0.35
H -1.44 -1.78 0.53  0.26
H 1.63 -1.72 0.90  0.30
H -0.66 2.44 0.72  0.35
H 0.67 2.26 -0.41  0.31

SMILES ... [H]/N=C(/C)N(N)C=S
Total charge ... 0
HOMO level ... -0.32547 hartree
Molar mass ... 117.18 g mol⁻¹
Kohn-Sham gap ... 0.326 Eh
LUMO ... 0.00017 Eh

Model x:
C3H7N3S | ωB97M-V with the def2-TZVPD basis set

Each line ends with the Mulliken charge.
Positions of all 14 atoms, in Å:
S -2.13 -1.36 0.07  -0.17
N -0.47 1.29 -0.17  -0.42
N -2.65 0.19 0.06  -0.25
N 0.38 0.12 -0.57  -0.37
C 1.39 0.20 0.15  0.18
C 2.52 -0.84 0.05  -0.82
C -1.72 1.20 0.09  0.10
H -2.20 2.25 0.22  0.26
H 1.51 0.96 1.06  0.29
H -3.67 0.44 -0.16  0.28
H 2.65 -0.97 1.14  0.22
H -1.39 -1.43 -1.13  0.17
H 3.63 -0.47 -0.12  0.26
H 2.13 -1.59 -0.68  0.28

SMILES ... C/C=N/N=C\NS
Total charge ... 0
HOMO level ... -0.32417 hartree
Molar mass ... 117.18 g mol⁻¹
Kohn-Sham gap ... 0.350 Eh
LUMO ... 0.02535 Eh

Most stable: model w

Model w:
C3H7N3S | ωB97M-V with the def2-TZVPD basis set

Each line ends with the Mulliken charge.
Positions of all 14 atoms, in Å:
S -2.11 -1.62 -3.99  -0.38
N 0.26 -0.27 0.27  -0.47
N -0.21 0.12 1.32  0.12
N -1.36 -1.80 -1.39  -0.37
C 0.19 1.03 2.26  -0.47
C -1.50 -1.67 -2.59  0.36
C 1.25 0.59 -0.34  -1.03
H 1.43 0.43 -1.39  0.31
H -0.61 -1.64 -0.73  0.46
H 0.89 1.63 -0.28  0.35
H 1.02 1.77 2.24  0.27
H -1.03 -0.47 1.66  0.27
H -0.50 1.39 3.01  0.24
H 2.28 0.50 -0.05  0.34

Total charge ... 0
HOMO level ... -0.30396 hartree
Molar mass ... 117.18 g mol⁻¹
Kohn-Sham gap ... 0.329 Eh
LUMO ... 0.02528 Eh

Model x:
C3H7N3S | ωB97M-V with the def2-TZVPD basis set

Each line ends with the Mulliken charge.
Positions of all 14 atoms, in Å:
S -3.09 0.43 0.32  -0.06
N 0.33 0.39 0.38  -0.37
N -1.73 1.01 -0.64  -0.47
N -0.60 0.26 -0.67  0.08
C 1.57 1.01 -0.14  -0.73
C -2.51 -1.21 -0.06  -0.08
C -1.34 -1.19 -0.64  -0.52
H 2.19 1.65 0.60  0.30
H 2.13 0.33 -0.73  0.28
H 1.37 1.80 -0.98  0.29
H -0.68 -2.07 -0.97  0.27
H -3.27 -1.88 0.13  0.46
H -0.17 0.93 1.04  0.29
H -1.72 2.07 -0.54  0.27

SMILES ... CNN1C=CSN1
Total charge ... 0
HOMO level ... -0.27966 hartree
Molar mass ... 117.18 g mol⁻¹
Kohn-Sham gap ... 0.304 Eh
LUMO ... 0.02414 Eh

Most stable: model w